# 1
11
Properties=species:S:1:pos:R:3:mulliken_charge:R:1 method="wB97M-V/def2-TZVPD" molar_mass_da=99.16 e_above_lowest_ev=1.433 homo_energy_ev=-8.298 smiles="C=C1CN=CS1" charge=0 max_force_ev_per_a=3.40
C -1.28784 -1.40225 -0.01946 -0.77
C -0.27470 -0.53700 -0.01165 0.57
C -0.32181 0.99867 0.02388 -0.47
N 1.00624 1.47273 -0.03622 -0.47
C 1.88205 0.59005 -0.01060 -0.10
S 1.32333 -1.17191 -0.00297 -0.18
H -1.17844 -2.51950 -0.11708 0.22
H -2.35240 -1.05276 0.13887 0.22
H -0.71827 1.47037 -0.95380 0.23
H -0.96217 1.45077 0.94559 0.26
H 2.88401 0.70082 0.04345 0.48

***

# 2
12
Properties=species:S:1:pos:R:3:mulliken_charge:R:1 method="wB97M-V/def2-TZVPD" molar_mass_da=131.22 e_above_lowest_ev=4.373 homo_energy_ev=-8.691 smiles="S=C[C@H]1NCC1=S" charge=0 max_force_ev_per_a=4.11
S -0.37648 2.98783 -0.69467 -0.17
C 0.45135 1.64651 -1.14878 -0.29
C 0.54937 0.46110 -0.09353 0.35
N -0.41693 0.33468 1.07244 -0.46
C -0.66161 -1.05562 0.72014 -0.28
C 0.13190 -0.99655 -0.50701 -0.07
S 0.41541 -2.10330 -1.58817 -0.33
H 0.65926 1.20211 -2.24766 0.25
H 1.55020 0.29730 0.54650 0.26
H -0.17292 0.57322 2.14914 0.27
H -1.75777 -1.45790 0.31093 0.21
H -0.37178 -1.88938 1.48069 0.25

***

# 3
12
Properties=species:S:1:pos:R:3:mulliken_charge:R:1 method="wB97M-V/def2-TZVPD" molar_mass_da=131.22 e_above_lowest_ev=5.245 homo_energy_ev=-9.151 smiles="S=C[C@@H]1N[C@H]1C=S" charge=0 max_force_ev_per_a=7.50
S -3.02907 1.10373 -0.89002 -0.24
C -1.68557 0.73681 -0.04832 -0.54
C -0.69419 -0.33373 -0.09225 0.38
N -0.18797 -0.76058 1.26767 -0.58
C 0.63093 0.07230 0.25000 0.07
C 1.78720 -0.24718 -0.40046 -0.49
S 2.40306 1.19470 -1.44626 -0.16
H -1.29897 1.18369 0.95808 0.23
H -0.75732 -1.09471 -0.78359 0.49
H 0.11744 -1.65183 0.99130 0.26
H 0.76619 1.05824 0.86267 0.24
H 1.94827 -1.26144 -0.66883 0.34

***

# 4
12
Properties=species:S:1:pos:R:3:mulliken_charge:R:1 method="wB97M-V/def2-TZVPD" molar_mass_da=131.23 e_above_lowest_ev=5.576 homo_energy_ev="-7.921 / -7.919" charge=0 max_force_ev_per_a=3.28
C -1.10453 0.78188 0.33856 0.58
C 1.02773 -1.34966 -0.44743 0.35
C -0.04288 0.96029 1.43181 -0.52
C 0.23888 0.88750 -0.00466 -0.51
N -2.27714 0.65782 0.01188 -0.63
S 1.19675 -2.11553 0.90437 -0.24
S 0.82497 -1.35740 -2.10105 -0.14
H 0.23719 1.83322 2.01162 0.25
H 0.21548 0.09270 2.04763 0.12
H 0.58202 1.68999 -0.60056 0.35
H -2.33159 0.38268 -1.01517 0.26
H 1.43312 -2.46350 -2.57700 0.14

***

# 5
12
Properties=species:S:1:pos:R:3:mulliken_charge:R:1 method="wB97M-V/def2-TZVPD" molar_mass_da=131.23 e_above_lowest_ev=4.204 homo_energy_ev="-7.385 / -7.389" charge=0 max_force_ev_per_a=4.88
C 2.15947 0.19509 -0.90241 -0.39
C 1.39092 1.37809 -0.98545 -0.25
C 1.80235 -0.98721 -0.39209 0.29
C -1.43940 -0.79470 0.56788 -0.76
N -0.40687 -0.15546 -0.07684 -0.26
S 1.79741 -2.41431 0.22159 -0.35
S -0.25052 1.34478 -0.57587 0.10
H 3.04732 0.27849 -1.37857 0.40
H 1.77053 2.28032 -1.22376 0.45
H -2.02929 -1.56561 -0.14616 0.25
H -1.12384 -1.33098 1.49350 0.27
H -2.33254 -0.21822 1.07734 0.25

***

# 6
13
Properties=species:S:1:pos:R:3:mulliken_charge:R:1 method="wB97M-V/def2-TZVPD" molar_mass_da=163.29 e_above_lowest_ev=3.282 homo_energy_ev=-8.742 charge=0 max_force_ev_per_a=4.13
C 0.92010 1.17091 -1.83064 -0.74
C 2.22411 1.05474 -0.10367 -0.11
C 0.97640 -0.19475 -1.72996 -0.11
C -2.02753 -1.52388 -0.44917 -0.02
N 1.68590 1.84234 -0.94001 -0.48
S 1.95536 -0.61252 -0.35374 -0.10
S -3.30029 -0.49887 -0.51040 -0.09
S -1.29320 -1.87475 1.02928 -0.12
H 0.43884 1.73871 -2.48601 0.55
H 2.87025 1.43933 0.61788 0.46
H 0.83707 -1.00443 -2.32176 0.53
H -3.61473 -0.27644 0.77832 0.09
H -0.07709 -2.31264 0.34947 0.13